Density functional theory data (ωB97M-V with the def2-TZVPD basis set) for the ion C4H8ClN2O with charge +1 at a distorted geometry.

Orbital gap = 10.125 eV
Total charge = +1
Lowest unoccupied orbital energy = -4.85 eV
SMILES = CN(C)C(=[NH2+])C(=O)Cl
E_HOMO = -14.9719 eV
ΔE to the lowest compared entry with this formula, charge and spin = 0.561 eV

Last column: Mulliken charge in e.
Atoms and positions in Å:
C1 -0.251353 -0.248994 1.213582  0.90
C2 0.198979 -1.042018 2.445396  0.04
C3 1.116912 -1.574848 -0.209775  -0.93
C4 -0.578088 -0.082836 -1.187295  -1.06
N1 0.070121 -0.611150 -0.050441  0.16
N2 -1.078010 0.775243 1.571370  -0.38
O1 0.926341 -0.684544 3.289041  -0.32
Cl1 -0.546955 -2.657091 2.307870  -0.08
H1 1.738249 -1.497334 -1.214761  0.34
H2 1.799118 -1.456176 0.725523  0.36
H3 0.664872 -2.692999 -0.223952  0.35
H4 -0.688234 1.003994 -1.189828  0.40
H5 0.062210 -0.145705 -2.049418  0.33
H6 -1.585279 -0.380437 -1.613106  0.35
H7 -1.113223 1.163130 2.517678  0.27
H8 -1.729105 1.273744 0.889222  0.26

Cartesian forces, eV/Å:
-1.2 1.6 -0.9
0.2 -1.2 -1.2
1.9 -3.5 -0.1
-1.5 2.0 -2.8
-1.2 0.7 3.0
-0.5 -0.2 -2.1
-0.1 0.3 0.3
0.2 0.7 0.5
-1.4 0.4 2.3
-0.8 -0.6 -2.0
1.1 2.6 0.1
0.1 0.2 0.8
0.6 -0.6 -0.2
0.9 -0.8 1.5
0.2 -0.7 -0.3
1.5 -1.1 1.1